1.
ORCA calculation (the ωB97M-V functional and the def2-TZVPD basis) on a molecular structure, C21H40Cl3CuN4O4Si in a non-equilibrium geometry.

```
74
Properties=species:S:1:pos:R:3
C 1.298 0.228 -2.994
C 0.993 -1.167 -2.571
H 2.301 0.309 -3.426
H 1.208 0.924 -2.143
H 0.579 0.560 -3.760
C 1.737 -2.240 -2.879
C 2.982 -2.241 -3.706
H 1.423 -3.223 -2.525
H 3.309 -1.238 -4.009
H 2.842 -2.835 -4.621
H 3.806 -2.719 -3.157
Cu -0.988 0.514 0.607
Cl -2.892 0.456 -0.713
Cl 0.412 2.159 0.108
C -2.635 -1.917 1.106
O -1.780 -1.204 1.672
N -3.110 -3.068 1.593
C -2.735 -3.548 2.909
C -4.142 -3.828 0.903
H -3.082 -1.629 0.140
H -2.065 -2.829 3.381
H -2.235 -4.521 2.814
H -3.647 -3.679 3.509
H -4.357 -3.360 -0.062
H -5.062 -3.855 1.504
H -3.812 -4.858 0.722
H 3.031 -0.100 -0.567
H 3.047 -2.659 -0.137
C 3.053 0.060 0.520
C 3.197 -2.353 0.910
N 2.519 -1.104 1.187
H 2.460 0.945 0.768
C 1.465 -1.058 2.050
O 0.822 -0.063 2.350
H 2.797 -3.131 1.571
H 1.229 -2.066 2.470
H 4.107 0.193 0.807
H 4.278 -2.247 1.079
O 0.050 -0.780 -0.442
C -0.238 -1.298 -1.658
C -0.359 -3.614 -0.550
C -0.798 -2.738 -1.539
H 0.385 -3.262 0.167
C -0.876 -4.912 -0.491
H -1.037 -0.692 -2.116
C -1.746 -3.154 -2.468
H -0.545 -5.582 0.305
C -1.798 -5.339 -1.448
C -2.234 -4.459 -2.442
H -2.074 -2.430 -3.216
H -2.190 -6.356 -1.411
H -2.955 -4.776 -3.196
Si 2.312 6.973 -0.474
Cl 3.523 6.301 -2.033
C 3.177 6.450 1.099
C 0.667 6.140 -0.756
C 2.217 8.842 -0.608
H 3.313 5.360 1.117
H 2.592 6.742 1.981
H 4.167 6.921 1.172
H 3.213 9.296 -0.509
H 1.576 9.254 0.184
H 1.801 9.149 -1.577
H 0.769 5.046 -0.725
H 0.262 6.427 -1.738
H -0.055 6.441 0.014
N -4.000 1.729 2.428
C -2.775 1.494 2.939
N -2.744 1.282 4.290
O -1.713 1.471 2.268
H -4.774 1.888 3.057
H -4.094 1.797 1.420
H -1.823 1.221 4.703
H -3.547 1.560 4.842
```

⟨S²⟩: 0.752
DFT total energy: -4654.9607 Eh
2S+1: 2
Total charge: -1
HOMO level (alpha / beta): -4.53 / -4.42 eV

Atomic partial charges in e from the Löwdin method, atoms 1 to 2: -0.054 -0.223

---

2.
ORCA calculation (the ωB97M-V functional and the def2-TZVPD basis) on a molecular structure, C12H9CdF5N2S2.

```
31
Properties=species:S:1:pos:R:3
Cd -0.426 -0.537 -0.393
F -3.782 -3.417 4.876
C -2.850 -3.185 3.955
C -2.740 -1.936 3.373
F -3.566 -0.954 3.731
C -1.765 -1.717 2.420
F -1.708 -0.475 1.880
C -0.874 -2.696 2.001
S 0.421 -2.445 0.832
C -1.018 -3.942 2.607
F -0.206 -4.942 2.267
C -1.983 -4.190 3.566
F -2.085 -5.398 4.117
S -1.762 0.652 -1.997
C -0.443 0.841 -3.046
N 0.455 0.970 -3.761
C 3.422 0.138 3.032
C 2.071 0.857 3.145
C 1.090 0.029 3.989
C 2.239 2.268 3.719
C 1.498 0.961 1.794
N 1.024 1.005 0.750
H 3.847 0.037 4.031
H 4.119 0.704 2.414
H 3.298 -0.856 2.603
H 1.502 -0.079 4.993
H 0.952 -0.964 3.559
H 0.120 0.520 4.062
H 2.656 2.188 4.723
H 1.282 2.785 3.781
H 2.918 2.863 3.109
```

DFT total energy: -2035.6302 Eh
2S+1: 1
HOMO level: -8.87 eV

Atomic partial charges in e from the Löwdin method, atoms 1 to 2: 1.030 0.135

---

3.
ORCA calculation (the ωB97M-V functional and the def2-TZVPD basis) on 3 unconnected molecules or ions with the total composition CH5BO6 in a non-equilibrium geometry.

```
13
Properties=species:S:1:pos:R:3
B -1.633 1.095 -1.377
C 1.602 0.886 0.363
O -2.483 0.127 -1.324
O -0.885 2.036 -1.330
O 2.870 0.526 0.648
O 1.683 1.799 -0.618
O -1.632 -1.406 0.738
O 0.615 0.418 0.915
H -2.263 -0.720 -0.796
H -1.246 -2.320 0.735
H 3.430 0.723 -0.021
H 0.841 2.136 -0.915
H -1.367 -1.139 1.630
```

DFT total energy: -517.5195 Eh
2S+1: 1
HOMO level: -11.00 eV

Atomic partial charges in e from the Löwdin method, atoms 1 to 2: -0.527 -0.583

---

4.
ORCA calculation (the ωB97M-V functional and the def2-TZVPD basis) on a single C19H23NO5 molecule in a non-equilibrium geometry.

```
48
Properties=species:S:1:pos:R:3
O 2.072 -2.630 1.554
O -1.101 2.963 1.348
O 2.337 -0.652 2.711
O -2.893 2.414 -0.039
O 2.690 1.132 -3.206
C 1.690 -1.501 1.872
C -1.687 2.185 0.587
C -0.312 -1.901 0.553
C -1.949 -0.211 -0.070
C 0.496 -1.005 1.167
C -1.165 0.801 0.483
C 2.984 2.853 0.028
C 3.229 2.434 -1.263
C 2.004 2.240 0.781
C 1.446 0.812 -1.095
C 2.453 1.436 -1.867
C 1.254 1.200 0.248
N -1.501 -1.556 -0.149
C 3.496 -1.136 3.417
C -3.425 3.750 0.123
C 2.643 -0.227 -3.547
C 0.182 0.505 1.101
C -3.435 -2.873 0.615
C -2.993 -2.522 -1.869
C -2.372 -2.678 -0.509
H -0.074 -2.941 0.592
H -2.963 0.020 -0.448
H 3.578 3.727 0.340
H 4.064 2.938 -1.747
H 1.782 2.650 1.793
H 0.832 0.020 -1.541
H 4.028 -0.286 3.832
H 4.125 -1.732 2.761
H 3.239 -1.736 4.268
H -4.345 3.807 -0.424
H -2.733 4.539 -0.255
H -3.582 3.909 1.177
H 3.431 -0.453 -4.292
H 1.663 -0.500 -3.932
H 2.849 -0.873 -2.713
H 0.190 0.866 2.139
H -2.916 -3.084 1.568
H -4.036 -1.943 0.726
H -4.067 -3.698 0.391
H -3.480 -3.472 -2.181
H -2.232 -2.284 -2.593
H -3.714 -1.714 -1.847
H -1.783 -3.596 -0.583
```

DFT total energy: -1168.7285 Eh
2S+1: 1
HOMO level: -7.92 eV

Atomic partial charges in e from the Löwdin method, atoms 1 to 2: 0.068 0.091